# C20H31IrN10O2S4

A structure of composition C20H31IrN10O2S4 (ωB97M-V with the def2-TZVPD basis set, the Open Molecules 2025 dataset).

**ΔE to the lowest compared entry with this formula, charge and spin**: 2.997 eV
**Net charge**: +3
**E_LUMO (alpha / beta)**: -9.73 / -10.06 eV
**2S+1**: 2

Cartesian coordinates (Å):
Ir -0.1910 -0.0490 -0.4881
C 2.0754 5.1863 -0.2234
C 1.7284 4.5811 1.1303
N 2.3426 3.2572 1.3005
C 1.7610 2.1008 1.0512
S 0.0428 2.0828 0.6662
N 2.4404 0.9922 1.1496
N 1.7991 -0.1209 0.8517
C 2.2605 -1.2614 1.2127
C 3.4780 -1.4314 2.0590
C 1.4456 -2.3953 0.7953
C 1.8611 -3.7110 0.9203
C 0.9994 -4.7367 0.5530
C -0.2740 -4.4183 0.1122
C -0.6231 -3.0849 0.0028
N 0.2208 -2.0955 0.3099
H 1.5395 6.1271 -0.3448
H 1.7905 4.5119 -1.0336
H 3.1422 5.3949 -0.2982
H 0.6494 4.4699 1.2336
H 2.0891 5.2198 1.9338
H 3.3170 3.2277 1.5711
H 4.0129 -0.4926 2.1469
H 4.1494 -2.1819 1.6391
H 3.1950 -1.7729 3.0575
H 2.8482 -3.9390 1.2960
H 1.3202 -5.7675 0.6257
H -0.9818 -5.1902 -0.1542
H -1.6072 -2.7884 -0.3285
N 3.0833 -1.5625 -1.6343
C 2.6269 -0.4862 -2.2825
N 1.4678 0.1335 -2.0817
C 1.2965 1.1638 -2.9960
C 2.3099 1.3338 -3.8578
S 3.5581 0.1961 -3.5727
C 0.0882 1.9144 -2.9057
C -0.2854 2.9829 -3.6235
S -1.8046 3.5819 -3.1015
C -1.8780 2.3357 -1.8970
N -0.8160 1.5312 -1.9317
N -2.9077 2.2264 -1.0638
H 2.5355 -1.9854 -0.9140
H 4.0111 -1.9101 -1.8100
H 2.3942 2.0569 -4.6521
H 0.2475 3.4563 -4.4316
H -3.6311 2.9254 -1.0471
H -2.9040 1.4714 -0.3904
C -0.5415 -2.9170 -4.1315
S -1.1742 -1.3180 -3.6293
C -2.8932 -1.6097 -4.0335
O -1.1287 -1.3521 -2.0983
H -0.6825 -3.0155 -5.2080
H -1.0714 -3.7087 -3.6042
H 0.5222 -2.9514 -3.9025
H -2.9560 -1.7830 -5.1079
H -3.4623 -0.7186 -3.7760
H -3.2647 -2.4722 -3.4825
C -5.0232 -0.1643 0.2192
N -4.1501 -0.8172 1.1898
C -2.8316 -0.6765 1.2216
N -2.1422 -1.2983 2.1908
O -2.2286 0.0186 0.3329
H -5.9205 -0.7634 0.0942
H -4.5130 -0.0832 -0.7371
H -5.3160 0.8301 0.5583
H -4.5985 -1.3024 1.9518
H -2.5976 -1.7729 2.9534
H -1.1690 -1.0710 2.3064

Atomic partial charges in e from the Löwdin method, atoms 1 to 8: Ir 1.350; C -0.061; C -0.228; N 0.037; C -0.686; S 0.829; N 0.027; N -0.071

=====

# C5H9NO2

An isolated molecule of C5H9NO2 (ωB97M-V with the def2-TZVPD basis set, the Open Molecules 2025 dataset).

**ΔE to the lowest compared entry with this formula, charge and spin**: 0.966 eV
**Net charge**: 0
**E_LUMO**: 0.67 eV
**SMILES string**: O=C(O)[C@@H]1CCCN1

Cartesian coordinates (Å):
C -0.5429 -0.0151 0.7761
C -1.9398 0.0263 -0.0656
C 0.2263 1.1964 0.4383
C 0.8731 0.7189 -0.8616
C 1.3655 -0.6135 -0.4843
H 0.6506 -1.6319 1.1177
H -0.8242 -0.1499 1.8567
H -0.2649 2.1469 0.4527
H 0.9768 1.3374 1.2405
H 0.1953 0.5007 -1.7341
H 1.5730 1.4286 -1.2829
H 1.7808 -1.4255 -1.0940
H 2.0660 -0.4904 0.3207
H -1.5112 -1.6646 -0.2183
N 0.2125 -1.1863 0.2999
O -2.5275 1.0271 -0.3051
O -2.3095 -1.2051 -0.4568

Atomic partial charges in e from the Löwdin method, atoms 1 to 8: C -0.261; C -0.481; C -0.151; C -0.174; C -0.196; H 0.123; H 0.168; H 0.115

=====

# C4H8IN2

The ion C4H8IN2 with charge +1 (ωB97M-V with the def2-TZVPD basis set, the Open Molecules 2025 dataset).

**ΔE to the lowest compared entry with this formula, charge and spin**: 1.676 eV
**Net charge**: +1
**E_LUMO**: -4.75 eV
**SMILES string**: C[C@@H]1C[NH+]=CN1I

Cartesian coordinates (Å):
C -0.5681 -0.0868 -1.6280
C -0.9471 0.8822 0.4301
C 0.5056 0.3559 0.3745
C 1.0034 -0.7454 1.2997
N 0.6505 -0.1172 -1.0462
N -1.5382 0.4020 -0.8944
I 2.3154 -0.8505 -2.0004
H -0.7076 -0.4832 -2.7130
H -1.5436 0.3369 1.1085
H -0.9229 1.8792 0.5244
H 1.1567 1.1073 0.6929
H 0.1011 -1.2382 1.5779
H 1.4523 -0.3484 2.2023
H 1.5759 -1.5501 0.9484
H -2.5334 0.4565 -0.8768

Atomic partial charges in e from the Löwdin method, atoms 1 to 8: C -0.169; C -0.007; C -0.320; C -0.044; N -0.484; N 0.107; I 1.021; H 0.180

=====

# C57H128F30N5P6

A cluster of 11 separate species, C57H128F30N5P6 in total (ωB97M-V with the def2-TZVPD basis set, the Open Molecules 2025 dataset).

**Net charge**: +1
**E_LUMO**: -2.34 eV

Cartesian coordinates (Å):
C -15.1144 -1.7023 -6.3753
C -13.6605 -1.5133 -5.8325
C -13.1962 0.0161 -5.6904
C -13.9655 0.9712 -4.7882
P -13.5927 0.9196 -2.9304
C -14.6839 2.1725 -2.1549
C -14.3829 3.6864 -2.4050
C -15.3576 4.6927 -1.7300
C -14.9583 6.1786 -2.0776
C -13.9769 -0.6777 -2.2073
C -15.4051 -1.2276 -2.4259
C -15.6917 -2.3594 -1.5171
C -14.9172 -3.6829 -1.8065
C -11.8277 1.4934 -2.7496
C -10.5967 0.5747 -3.1244
C -9.5501 0.6368 -1.9969
C -8.5273 1.7667 -2.2095
H -15.0636 -1.2096 -7.3463
H -15.8734 -1.0614 -5.9266
H -15.3499 -2.7657 -6.4181
H -13.0444 -2.1672 -6.4497
H -13.6386 -2.0753 -4.8988
H -13.1699 0.3024 -6.7418
H -12.1408 -0.0598 -5.4290
H -15.0317 0.8405 -4.9735
H -13.7448 1.9918 -5.1010
H -14.4820 2.0323 -1.0930
H -15.7076 1.8107 -2.2514
H -14.5809 3.8549 -3.4635
H -13.3045 3.7750 -2.2733
H -15.3269 4.6128 -0.6434
H -16.3839 4.5991 -2.0850
H -15.8188 6.8374 -1.9609
H -14.5935 6.3178 -3.0953
H -14.2838 6.6022 -1.3335
H -13.7725 -0.4029 -1.1725
H -13.1382 -1.2897 -2.5390
H -15.3244 -1.5405 -3.4669
H -16.1105 -0.4187 -2.6161
H -16.7332 -2.6018 -1.7284
H -15.6287 -1.9917 -0.4929
H -13.8885 -3.6562 -1.4472
H -14.8774 -3.8387 -2.8845
H -15.5109 -4.5391 -1.4862
H -11.8086 1.7250 -1.6846
H -11.6720 2.5067 -3.1199
H -10.1314 0.8826 -4.0607
H -10.9497 -0.4471 -3.2640
H -9.0448 -0.3290 -2.0029
H -10.0030 0.8425 -1.0271
H -7.7230 1.6751 -1.4796
H -9.0772 2.6765 -1.9689
H -8.2223 1.7196 -3.2548
C 11.8446 -8.5030 -6.2231
C 10.5862 -7.8492 -6.9018
C 9.1607 -8.3186 -6.3779
C 8.8872 -7.8921 -4.8726
N 7.7688 -8.6254 -4.0863
C 8.1214 -10.1536 -4.0660
C 7.1521 -10.8634 -4.9691
C 5.8960 -9.9444 -4.8627
C 6.3380 -8.5620 -4.7315
C 7.6859 -7.9813 -2.6623
H 12.6701 -8.7222 -6.9003
H 11.5782 -9.4612 -5.7771
H 12.3179 -7.9536 -5.4093
H 10.5784 -8.0824 -7.9665
H 10.6268 -6.7691 -6.7606
H 9.2403 -9.3914 -6.5536
H 8.2686 -7.9605 -6.8917
H 8.6365 -6.8313 -4.8661
H 9.7842 -8.0748 -4.2809
H 7.9462 -10.5499 -3.0659
H 9.1685 -10.3929 -4.2517
H 6.9073 -11.8950 -4.7163
H 7.2645 -10.6300 -6.0279
H 5.3674 -10.2228 -3.9510
H 5.3569 -9.9769 -5.8095
H 5.6671 -7.9742 -4.1051
H 6.4774 -8.0881 -5.7031
H 7.0885 -8.6550 -2.0481
H 7.2740 -6.9780 -2.7711
H 8.6961 -7.8572 -2.2722
C 6.6810 -8.1523 5.9643
C 7.8314 -9.0844 6.2264
C 7.5004 -9.8506 7.5043
N 8.6159 -10.9208 7.8822
C 8.0316 -11.8257 8.9620
C 9.8708 -10.2204 8.4248
C 11.0654 -11.0066 8.0271
C 10.5458 -12.1651 7.0734
C 9.0939 -11.7688 6.6985
H 6.2328 -7.6105 6.7972
H 5.9378 -8.8903 5.6623
H 6.7469 -7.4444 5.1381
H 8.8220 -8.6600 6.0625
H 7.8981 -9.6692 5.3090
H 6.6002 -10.4652 7.4983
H 7.4721 -9.1274 8.3194
H 8.7913 -12.3619 9.5307
H 7.3380 -12.5316 8.5051
H 7.4215 -11.1938 9.6075
H 9.8317 -10.1673 9.5128
H 9.9613 -9.1957 8.0641
H 11.4589 -11.4011 8.9640
H 11.8164 -10.3208 7.6348
H 10.6662 -13.1616 7.4983
H 11.1721 -12.2592 6.1862
H 8.4525 -12.6336 6.5290
H 9.2804 -11.2013 5.7867
C -2.6280 7.0186 -2.6409
C -2.7289 8.0279 -3.7874
C -2.3687 7.5298 -5.1449
N -2.3778 8.7317 -6.1971
C -3.8724 9.2925 -6.3035
C -1.9008 8.1941 -7.5211
C -1.3606 9.4658 -8.1780
C -1.3543 10.5728 -7.2201
C -1.3974 9.8445 -5.9366
H -2.6180 7.4818 -1.6542
H -1.5848 6.7030 -2.6562
H -3.2979 6.2144 -2.9451
H -2.1028 8.9082 -3.6416
H -3.7588 8.3846 -3.7994
H -3.0316 6.7250 -5.4624
H -1.3672 7.1035 -5.0873
H -4.0728 9.8197 -5.3707
H -4.5918 8.5034 -6.5220
H -3.8382 9.9039 -7.2052
H -2.7332 7.6200 -7.9280
H -1.0901 7.5488 -7.1827
H -1.9416 9.6911 -9.0723
H -0.3364 9.2898 -8.5070
H -2.1401 11.3060 -7.4022
H -0.4519 11.1754 -7.3231
H -1.7579 10.5064 -5.1492
H -0.3795 9.5484 -5.6831
C -0.4777 0.6748 1.4736
C 0.8909 0.1257 1.8152
C 1.9092 0.3222 0.6565
N 3.3781 0.1297 1.1286
C 3.9100 1.1196 2.2424
C 4.4975 0.0452 0.0014
C 5.4108 -1.2195 0.2909
C 4.9876 -1.6965 1.6712
C 3.5468 -1.2918 1.7868
H -1.0810 0.6563 2.3812
H -0.9749 0.1782 0.6404
H -0.3666 1.7096 1.1495
H 0.6965 -0.9265 2.0229
H 1.1918 0.5918 2.7534
H 1.8072 1.2926 0.1707
H 1.8802 -0.4102 -0.1502
H 4.0567 2.1148 1.8228
H 4.8308 0.7530 2.6963
H 3.1863 1.1771 3.0554
H 4.9735 1.0102 -0.1729
H 4.0921 -0.0885 -1.0016
H 6.4457 -0.8942 0.1858
H 5.2503 -1.9533 -0.4990
H 5.6500 -1.1774 2.3639
H 5.2279 -2.7319 1.9126
H 3.0805 -1.2806 2.7720
H 3.0812 -1.9196 1.0271
C 2.6016 7.8473 4.2012
C 1.8163 8.4301 5.2983
C 0.2818 8.4141 5.0421
N -0.6237 9.2532 6.0185
C -0.4173 8.5907 7.4213
C -2.0417 9.4609 5.5898
C -2.4384 10.7798 6.2066
C -1.1748 11.6093 6.3234
C -0.0431 10.6594 6.0887
H 2.6045 8.6455 3.4590
H 2.1619 6.9092 3.8624
H 3.6080 7.6624 4.5767
H 2.2837 9.3035 5.7531
H 1.9391 7.6909 6.0898
H -0.0770 7.3860 5.0900
H -0.0122 8.7600 4.0511
H 0.6470 8.5265 7.6475
H -0.9739 7.6607 7.3059
H -0.7715 9.2403 8.2217
H -2.6294 8.6181 5.9537
H -2.0629 9.4036 4.5016
H -2.7065 10.5303 7.2332
H -3.2180 11.3849 5.7438
H -1.2121 12.1067 7.2926
H -1.3070 12.3254 5.5124
H 0.6832 10.6987 6.9005
H 0.4538 10.9207 5.1544
P 7.5036 -2.9173 7.5433
F 8.2917 -2.6184 8.9790
F 8.5983 -2.1688 6.6637
F 8.3860 -4.2431 7.3016
F 6.5779 -3.3003 6.2697
F 6.3135 -3.5348 8.5053
F 6.7281 -1.5127 7.8141
P 8.8802 4.5542 2.6621
F 8.3295 5.9935 2.1178
F 7.5483 4.3440 3.6627
F 8.1197 3.5938 1.5902
F 9.3545 3.0980 3.2222
F 10.2744 4.7188 1.8159
F 9.7124 5.4181 3.8649
P 2.1812 3.3558 -4.4487
F 2.5904 1.8148 -4.0002
F 2.8150 3.7668 -3.0788
F 3.6346 3.3599 -5.3539
F 2.0416 4.9691 -4.6225
F 1.3159 2.8664 -5.6822
F 0.7340 3.2464 -3.6634
P -0.5909 2.2105 8.0804
F 0.2284 3.4841 7.3955
F -1.7147 3.1309 8.7086
F -1.3362 1.9004 6.6830
F -1.5011 0.8762 8.4087
F 0.7619 1.2045 7.7423
F -0.0018 2.4719 9.6116
P 11.6650 -3.2217 -2.7479
F 11.8256 -2.4715 -1.3573
F 12.1071 -1.8749 -3.5152
F 13.2308 -3.6597 -2.7037
F 11.6393 -4.1579 -4.1100
F 11.3903 -4.6994 -1.9409
F 10.0638 -2.9452 -2.9186

Atomic partial charges in e from the Löwdin method, atoms 1 to 8: C -0.105; C -0.232; C -0.213; C -0.236; P 1.044; C -0.266; C -0.229; C -0.222

=====

no.,total energy (Eh),strongest force on any atom (eV Å⁻¹)
1,-3174.97820,3.94
2,-401.14127,3.23
3,-564.11792,5.23
4,-7566.73055,3.60